Entry 1:
The following is a quantum chemistry calculation of a structure of composition C15H29HfN2O3PS at a distorted geometry, from the OMol25 dataset.

E_tot   -46527.770 eV
Charge   +4
Kohn-Sham gap   4.50 eV

Last column: Löwdin charge in e.
CARTESIAN COORDINATES (ANGSTROEM)
1 Hf -0.04398 -0.97924 0.05373  1.174
2 C -1.99834 -0.28642 -0.28103  -0.081
3 O -3.06572 0.18920 -0.38926  0.282
4 C 0.10982 1.28972 0.21573  -0.304
5 O -0.28744 2.40324 0.45537  0.303
6 C 1.44645 0.62309 0.23942  -0.325
7 O 2.52364 1.13793 0.44659  0.282
8 C -1.49564 0.97623 -3.16432  -0.498
9 P -0.05217 0.23468 -2.30715  1.102
10 H 0.51658 -1.48385 -3.82929  0.150
11 H -2.34272 0.33067 -2.87444  0.098
12 C 1.42559 0.91698 -3.19045  -0.472
13 H 1.16269 0.80172 -4.25805  0.135
14 C -1.33763 0.96283 -4.69925  -0.029
15 H -1.00961 -0.00978 -5.07771  0.087
16 H -0.62830 1.73495 -5.01930  0.107
17 H -2.31322 1.18712 -5.14631  0.134
18 C -1.79317 2.38393 -2.65109  -0.065
19 H -1.05667 3.11291 -3.01554  0.086
20 C 0.80216 -2.41565 -1.90818  -0.140
21 H -1.80815 2.43800 -1.55436  0.061
22 H -2.78630 2.68999 -3.02163  0.131
23 C -1.43151 -2.11433 -3.10308  -0.043
24 H 0.38505 -2.58419 -0.85997  -0.067
25 H 0.75539 -3.44099 -2.30657  0.145
26 H 1.86355 -2.14703 -1.81162  0.108
27 C -0.02393 -1.53723 -2.87944  -0.463
28 H -1.35268 -3.20868 -3.10445  0.118
29 H -1.82076 -1.81912 -4.08291  0.112
30 H -2.15532 -1.81211 -2.32430  0.077
31 C 2.69670 0.12066 -2.89378  -0.062
32 H 2.94780 0.17242 -1.82415  0.072
33 H 3.51589 0.58638 -3.46083  0.131
34 H 2.61040 -0.92369 -3.20714  0.078
35 C 1.62747 2.40106 -2.86291  -0.045
36 H 1.79318 2.55249 -1.78504  0.081
37 H 0.78842 3.02395 -3.18815  0.076
38 H 2.52585 2.74271 -3.39920  0.128
39 H -0.35192 -4.17015 -0.48118  0.142
40 H -0.39203 -3.81534 0.17315  0.085
41 S -0.15329 -1.57783 2.47121  0.822
42 C 0.06526 -0.04232 3.29666  -0.691
43 N 1.23468 0.56390 3.57672  0.074
44 C 1.05512 1.75018 4.40603  -0.067
45 C -0.45939 1.82832 4.57325  -0.073
46 N -0.92025 0.64220 3.88883  0.078
47 H 2.13900 0.26976 3.19474  0.174
48 H 1.47430 2.64433 3.92540  0.148
49 H 1.57166 1.62166 5.36457  0.157
50 H -0.86786 2.73705 4.12186  0.146
51 H -0.75590 1.81099 5.62212  0.157
52 H -1.90735 0.40198 3.73790  0.186

Atomic forces in eV per Å
Hf 3.0 -1.2 1.4
C -9.6 3.9 -0.5
O 6.0 -2.8 0.5
C -7.4 8.1 1.8
O 2.6 -5.4 -1.4
C 10.0 -1.1 0.6
O -5.5 -1.6 -0.8
C -1.3 0.3 0.6
P 1.0 1.1 -3.1
H 0.2 0.1 0.1
H 0.2 0.2 -0.2
C 0.7 0.4 0.5
H -0.2 -0.1 0.4
C 0.6 -0.2 0.1
H -0.1 0.2 -0.2
H -0.2 -0.2 0.0
H 0.1 0.0 0.2
C -0.2 0.5 0.1
H -0.5 -0.2 0.1
C 0.3 -0.1 -0.5
H -0.2 0.1 -0.2
H 0.4 -0.1 0.2
C 0.1 -0.3 0.0
H 0.5 -1.2 -1.6
H 0.2 0.0 0.5
H -0.1 0.1 0.0
C -0.5 -0.5 1.4
H -0.2 0.2 0.0
H -0.1 0.0 0.3
H 0.1 -0.3 -0.3
C -0.1 0.0 0.0
H 0.2 -0.1 -0.4
H -0.1 -0.3 0.2
H 0.3 0.2 -0.1
C 0.0 0.2 -0.1
H 0.1 0.1 -0.3
H 0.4 -0.1 0.1
H -0.3 0.0 0.2
H -0.3 -0.3 0.2
H -0.2 -0.2 0.4
S 0.1 0.6 -1.0
C 0.3 2.3 1.9
N -0.2 -1.4 -1.7
C 0.7 0.7 0.7
C -0.1 1.0 0.7
N -0.6 -1.9 -1.8
H -0.5 0.0 0.6
H -0.1 -0.3 0.0
H -0.1 -0.1 -0.2
H -0.1 -0.2 0.0
H -0.1 -0.1 -0.1
H 0.6 0.1 0.5



Entry 2:
The following is a quantum chemistry calculation of the molecule C2H4O2S2 at a distorted geometry, from the OMol25 dataset.

E_tot   -27901.461 eV
Charge   0
Kohn-Sham gap   9.47 eV
SMILES   C[S@](=O)(=S)C=O

Last column: Löwdin charge in e.
CARTESIAN COORDINATES (ANGSTROEM)
1 C -0.89207 -1.79467 -0.50548  -0.412
2 C 0.43569 0.91250 0.19227  -0.164
3 O 0.17865 -2.25404 -0.20316  0.017
4 O -1.50059 0.66243 -1.67626  -0.433
5 S -2.52404 -0.24980 0.90020  0.334
6 S -1.15249 0.06277 -0.41073  0.323
7 H -1.90766 -2.23944 -0.77330  0.112
8 H 0.85936 1.81108 -0.43670  0.106
9 H 0.45846 1.26164 1.27931  0.075
10 H 0.95328 -0.09736 0.20699  0.042

Atomic forces in eV per Å
C 1.8 0.3 0.1
C 0.4 -0.7 0.8
O -1.8 -0.1 -0.4
O 0.0 0.1 -0.5
S 0.1 0.5 0.4
S -0.4 1.2 0.5
H 1.2 0.2 0.2
H -1.1 -2.4 0.6
H -0.8 -0.7 -1.5
H 0.7 1.6 -0.3



Entry 3:
The following is a quantum chemistry calculation of the molecule C6H8O2 at a distorted geometry, from the OMol25 dataset.

E_tot   -10442.986 eV
Charge   0
Kohn-Sham gap   8.88 eV
SMILES   C/C=C\C=C/C(=O)O

Last column: Löwdin charge in e.
CARTESIAN COORDINATES (ANGSTROEM)
1 C 1.84151 -1.27047 -0.84223  -0.124
2 C 2.00062 -0.26910 0.32873  -0.192
3 C 1.39204 0.95759 0.42677  -0.197
4 C 0.35951 1.68137 -0.24153  -0.093
5 C -0.95719 1.19843 -0.34282  0.016
6 C -1.50944 -0.13856 0.11840  -0.506
7 H 2.73571 -1.12070 -1.57490  0.086
8 H 2.02619 -2.42601 -0.62138  0.096
9 H 0.67378 -1.13664 -1.31014  0.140
10 H 2.62115 -0.48218 1.38319  0.155
11 H 1.80117 1.67616 1.24289  0.131
12 H 0.34637 2.78888 -0.42764  0.122
13 H -1.48652 1.85581 -1.01564  0.097
14 H -0.06113 -0.89178 1.47510  0.162
15 O -0.83385 -1.01459 0.81942  0.063
16 O -2.59353 -0.63779 -0.29884  0.043

Atomic forces in eV per Å
C -0.8 -1.1 -0.7
C 0.1 0.5 2.2
C 2.8 0.4 2.1
C -4.3 -0.9 -0.3
C 2.9 0.3 -0.1
C -3.3 -1.2 -2.7
H -2.0 0.3 0.8
H -0.8 2.5 0.2
H 3.8 -0.4 0.9
H -1.2 0.2 -3.4
H -0.4 -1.6 -0.9
H 1.0 -1.3 -0.2
H -1.2 -0.3 0.5
H -1.7 0.9 -2.0
O 2.5 -1.2 2.9
O 2.8 2.8 0.7



Entry 4:
The following is a quantum chemistry calculation of the molecule C4H6N2O, from the OMol25 dataset.

E_tot   -9269.752 eV
Charge   0
Kohn-Sham gap   8.28 eV
SMILES   OC1=C2N[C@@H]2CN1

Last column: Löwdin charge in e.
CARTESIAN COORDINATES (ANGSTROEM)
1 N 1.09489 -0.09620 1.20125  0.026
2 C 0.67813 1.02118 0.25723  -0.162
3 C 0.40667 0.38808 -1.00396  -0.382
4 O 1.06303 0.63590 -2.11842  0.127
5 N -0.61333 -0.45517 -1.04110  0.118
6 C -1.06449 -0.76418 0.32867  -0.109
7 C -0.30028 0.28616 1.12810  -0.333
8 H -0.67817 -1.74196 0.62253  0.114
9 H 1.54554 0.30916 2.01683  0.075
10 H 1.72098 1.30897 -1.86686  0.128
11 H -0.89964 -0.95963 -1.86905  0.157
12 H -2.15655 -0.73489 0.39562  0.115
13 H -0.79678 0.80258 1.94918  0.127

Atomic forces in eV per Å
N 0.2 0.1 0.2
C -0.1 0.1 -0.2
C -0.2 -0.2 -0.1
O 0.1 0.1 0.2
N 0.3 0.1 0.0
C -0.1 0.0 0.0
C -0.2 -0.1 0.2
H -0.3 -0.1 -0.1
H 0.0 0.1 -0.2
H -0.1 -0.1 -0.1
H 0.1 0.1 0.1
H 0.2 0.1 0.0
H 0.1 -0.2 -0.1



Entry 5:
The following is a quantum chemistry calculation of a cluster of 2 separate species, C4H7BrO2 in total at a distorted geometry, from the OMol25 dataset.

E_tot   -78398.495 eV
Charge   0
Kohn-Sham gap   10.17 eV
SMILES   C=C(C)Br.O=CO

Last column: Löwdin charge in e.
CARTESIAN COORDINATES (ANGSTROEM)
1 C 1.50386 -1.44086 -1.18146  -0.473
2 C -1.87481 1.01754 0.54611  -0.149
3 C 0.59716 1.46381 0.61234  -0.052
4 C -0.45652 0.71448 0.86857  -0.792
5 O 1.28888 -2.72576 -0.98104  0.065
6 O 0.89596 -0.73662 -1.93196  0.060
7 Br -0.21488 -0.98024 1.74168  0.718
8 H 2.34243 -1.10618 -0.54998  0.138
9 H -2.28460 0.24241 -0.10083  0.077
10 H -1.95034 1.97602 0.03964  0.080
11 H -2.47461 1.04378 1.45600  0.076
12 H 0.54279 -3.04827 -1.51290  0.130
13 H 0.48829 2.41260 0.11666  0.069
14 H 1.59637 1.16729 0.87718  0.053

Atomic forces in eV per Å
C 0.3 0.7 0.0
C -0.1 -0.1 0.0
C 0.0 -0.1 0.1
C 0.1 -0.1 0.1
O -0.1 -1.1 0.2
O -0.1 0.1 -0.2
Br 0.0 0.2 -0.1
H -0.1 0.0 -0.1
H 0.0 0.0 0.0
H 0.0 0.1 0.0
H 0.0 0.0 0.0
H 0.1 0.3 0.0
H -0.2 0.2 -0.1
H 0.2 -0.1 0.1



Entry 6:
The following is a quantum chemistry calculation of a cluster of 2 separate species, C4H12N2 in total at a distorted geometry, from the OMol25 dataset.

E_tot   -7321.475 eV
Charge   0
Kohn-Sham gap   9.82 eV
SMILES   C=CN.CCN

Last column: Löwdin charge in e.
CARTESIAN COORDINATES (ANGSTROEM)
1 C -1.43344 -0.43402 0.73528  -0.107
2 C -1.60652 -1.17726 -0.59098  -0.357
3 N -2.63316 -0.64819 -1.48350  -0.022
4 H -0.41812 -0.43407 1.12768  0.044
5 H -2.14901 -0.80460 1.46639  0.063
6 H -1.62522 0.62416 0.55116  0.068
7 H -1.66059 -2.26764 -0.46711  0.098
8 H -0.64980 -1.03761 -1.10335  0.091
9 H -2.88901 -1.33256 -2.17208  0.052
10 H -3.48759 -0.41301 -0.99311  0.058
11 C 2.69960 -0.05988 0.68540  -0.028
12 C 2.41259 0.90857 -0.19169  -0.281
13 N 1.52606 1.98761 0.10641  0.010
14 H 2.10127 -0.05846 1.58971  0.043
15 H 3.46481 -0.79483 0.49840  0.041
16 H 3.17943 1.17931 -0.90884  0.096
17 H 1.14207 1.89411 1.02765  0.056
18 H 2.02662 2.86837 0.12259  0.073

Atomic forces in eV per Å
C -0.8 0.3 -0.5
C 1.5 -0.2 -0.3
N -0.3 0.4 0.5
H 0.0 -0.6 0.0
H 0.1 0.1 0.3
H -0.2 0.1 0.0
H -0.3 0.1 0.4
H 0.0 0.0 -0.2
H 0.0 -0.2 -0.3
H 0.0 0.0 0.2
C -0.9 0.3 -0.6
C 1.5 1.4 1.8
N 0.3 -0.4 -0.5
H 0.2 -0.5 0.1
H -0.1 -0.1 0.1
H -0.5 -0.4 -0.8
H -0.4 -0.3 0.4
H 0.0 0.0 -0.4